{"formula": "C5H8NO", "method": "ωB97M-V/def2-TZVPD", "species": ["C", "C", "C", "C", "C", "N", "O", "H", "H", "H", "H", "H", "H", "H", "H"], "positions_angstrom": [[-2.361764, -0.704414, 0.431058], [-1.418800, 0.895604, -0.517115], [-1.096383, -0.542917, -0.293853], [2.011930, -0.014686, 0.787089], [1.293682, -0.213279, -0.571871], [-2.459991, 0.577159, 0.550295], [0.115707, -0.979525, -0.240168], [-2.902324, -1.573856, 0.648910], [-0.851496, 1.660111, -0.103555], [-1.801541, 1.125965, -1.414154], [1.409365, 0.796158, 1.163044], [1.798815, -0.892882, 1.400370], [3.079096, 0.138184, 0.516859], [1.925288, -0.933318, -1.219077], [1.258420, 0.661696, -1.137837]], "forces_ev_per_angstrom": [[1.28, 0.51, -1.27], [-0.48, -1.34, 3.44], [3.30, 1.25, -0.31], [-0.93, -0.31, -1.87], [3.64, -3.47, 0.25], [-0.76, -0.98, -0.54], [-3.33, -0.53, 0.02], [-0.95, -0.77, 1.13], [1.91, 1.22, 0.21], [-1.77, 0.87, -3.12], [0.83, 0.77, 0.97], [0.61, 0.07, -0.05], [-0.75, 0.29, 0.94], [-1.27, 0.87, 1.00], [-1.33, 1.56, -0.78]], "mol_weight_g_mol": 98.1, "spin_multiplicity": 1, "e_lumo_ha": -0.2212, "de_lowest_kcal_mol": 86.55, "total_charge": 1, "homo_energy_ev": -16.00}

***

{"formula": "C5H8NO2", "method": "ωB97M-V/def2-TZVPD", "species": ["C", "C", "C", "C", "C", "N", "O", "O", "H", "H", "H", "H", "H", "H", "H", "H"], "positions_angstrom": [[-3.953233, 0.626333, -1.324781], [-0.940663, 1.338819, -0.093195], [2.173136, 0.324253, 1.377273], [0.807885, -0.040291, 0.919595], [0.224101, -1.445757, 0.928062], [0.156189, 0.771900, 0.231882], [-5.028440, 1.048273, -1.188999], [-2.856050, 0.286780, -1.390203], [-1.056904, 1.721268, -1.116713], [-1.701647, 1.559074, 0.657107], [1.405710, 0.264257, 2.331807], [2.571886, 1.261050, 1.235423], [3.105823, -0.494673, 1.513277], [0.474940, -1.819029, 1.917237], [0.645580, -2.027659, 0.127249], [-0.834241, -1.321968, 0.814550]], "forces_ev_per_angstrom": [[-2.50, 1.33, 0.57], [1.59, 0.27, 0.19], [-1.19, -4.96, 3.03], [3.02, -2.07, -2.73], [0.81, 1.20, 1.25], [-3.33, 2.56, -1.46], [0.91, -0.66, -0.35], [1.21, -0.89, -0.35], [0.05, -0.44, 0.50], [0.22, 0.17, -0.02], [2.67, 0.71, 0.49], [0.21, 2.23, -0.47], [-3.29, 1.88, -0.36], [-0.10, -0.71, -0.09], [0.25, -0.29, -0.16], [-0.55, -0.33, -0.04]], "mol_weight_g_mol": 114.1, "spin_multiplicity": 1, "e_lumo_ha": -0.1774, "de_lowest_kcal_mol": 42.06, "total_charge": 1, "homo_energy_ev": -15.56}

***

{"formula": "C5H8NO2", "method": "ωB97M-V/def2-TZVPD", "species": ["C", "C", "C", "C", "C", "N", "O", "O", "H", "H", "H", "H", "H", "H", "H", "H"], "positions_angstrom": [[2.739849, 0.308524, 0.127918], [-0.486876, 1.350613, 0.125459], [2.227544, -0.947362, 0.156494], [0.790702, -0.621908, -0.323112], [-1.818651, 0.650730, 0.199045], [0.644697, 0.790293, -0.076000], [-0.534645, 2.675349, 0.026257], [3.323648, 1.221822, -0.087938], [2.820125, -1.753119, -0.284898], [2.161293, -1.327760, 1.151477], [0.822879, -0.789461, -1.418021], [-0.064339, -1.178335, 0.091121], [-2.371366, 1.268122, 0.858474], [-1.649543, -0.399253, 0.255015], [-2.265420, 0.882467, -0.754218], [0.344404, 3.100192, 0.040697]], "forces_ev_per_angstrom": [[0.74, 1.72, -0.52], [0.51, -0.10, -1.51], [-2.17, -3.30, 0.82], [-1.16, -0.25, -1.38], [1.74, 1.87, -1.29], [0.74, -0.37, 0.40], [-0.47, 0.20, 0.99], [1.64, 1.62, 0.05], [0.10, 0.53, -0.77], [-0.03, 0.20, 1.30], [-0.36, 0.05, 0.43], [1.04, -0.56, 0.09], [-0.97, -0.43, 1.35], [-0.75, -0.53, 0.82], [-0.31, -0.17, -0.62], [-0.29, -0.48, -0.16]], "mol_weight_g_mol": 114.1, "spin_multiplicity": 1, "e_lumo_ha": -0.1690, "de_lowest_kcal_mol": 36.46, "total_charge": 1, "homo_energy_ev": -14.41}

***

Q: Which formula does entry 1 have?
A: C5H8NO